[1]
{
  "formula": "C14H11Br4Cl2N2NaO3",
  "method": "the ωB97M-V functional and the def2-TZVPD basis",
  "species": ["Na", "Br", "C", "C", "Br", "C", "Br", "C", "O", "C", "O", "C", "Br", "N", "C", "C", "C", "C", "C", "N", "H", "H", "H", "H", "H", "H", "C", "C", "O", "H", "H", "H", "Cl", "C", "Cl", "H", "H"],
  "positions_angstrom": [[1.4858, 0.2634, 0.3345], [-3.9885, 5.0174, -0.2560], [-2.5952, 3.9379, 0.4535], [-2.1814, 4.0821, 1.7589], [-2.9998, 5.3685, 2.8957], [-1.1418, 3.2680, 2.2530], [-0.5559, 3.3990, 4.0597], [-0.4759, 2.3070, 1.4753], [0.4498, 1.5445, 1.9087], [-0.9219, 2.1550, 0.0818], [-0.3394, 1.2672, -0.6448], [-1.9645, 2.9710, -0.3598], [-2.5107, 2.6996, -2.1686], [-1.6457, -0.8335, -1.6117], [-0.8214, -1.9148, -1.7044], [-1.0798, -2.9846, -2.5862], [-0.2022, -4.0421, -2.6175], [0.9177, -4.0355, -1.7928], [1.0904, -2.9453, -0.9553], [0.2433, -1.9183, -0.8932], [-2.2999, -0.6982, -2.3627], [-1.2059, 0.0307, -1.2464], [-1.9524, -2.9560, -3.2277], [-0.3826, -4.8710, -3.2938], [1.6422, -4.8377, -1.8061], [1.9621, -2.8663, -0.3166], [4.8917, 0.7390, 0.4783], [4.4881, -0.4580, -0.4302], [3.3972, -0.9651, -0.1109], [5.7289, 0.3881, 1.0928], [4.0794, 1.0790, 1.1443], [5.2632, 1.5671, -0.1305], [-2.7708, -1.8879, 2.4568], [-1.2711, -1.0081, 2.0458], [0.1633, -1.9172, 2.5492], [-1.2613, -0.0567, 2.5587], [-1.2349, -0.8880, 0.9681]],
  "atomic_forces_ev_per_a": [[-0.168, -0.171, -0.054], [-0.002, 0.004, -0.002], [0.001, -0.015, 0.012], [0.031, -0.026, 0.004], [0.004, -0.002, -0.010], [-0.042, 0.043, -0.005], [-0.005, -0.005, -0.013], [0.024, -0.119, 0.015], [0.000, 0.050, 0.014], [-0.064, 0.092, 0.073], [0.153, 0.148, 0.010], [0.021, -0.023, 0.005], [-0.004, 0.019, 0.011], [-0.082, -0.472, -0.136], [-0.155, 0.197, -0.041], [-0.041, -0.006, 0.003], [-0.029, -0.030, -0.043], [0.053, 0.007, 0.064], [-0.047, -0.054, -0.017], [0.238, -0.006, 0.018], [-0.029, -0.013, -0.010], [0.057, 0.224, 0.052], [-0.002, 0.008, 0.014], [0.002, -0.005, -0.004], [0.003, 0.002, 0.004], [0.007, 0.023, -0.002], [-0.061, -0.033, 0.042], [0.124, -0.157, -0.005], [-0.053, 0.245, 0.027], [0.012, 0.018, -0.006], [0.018, 0.004, -0.016], [0.001, 0.006, -0.019], [0.010, 0.028, -0.003], [0.041, -0.031, -0.069], [-0.013, 0.002, 0.026], [0.005, 0.049, 0.031], [-0.007, -0.003, 0.029]],
  "fmax_ev_per_a": 0.50,
  "relative_energy_ev": 0.2139,
  "total_charge": -2
}

***

[2]
{
  "formula": "C14H11ClF3N",
  "method": "the ωB97M-V functional and the def2-TZVPD basis",
  "species": ["C", "C", "C", "C", "C", "C", "C", "H", "C", "C", "N", "C", "C", "C", "C", "Cl", "H", "C", "F", "F", "F", "H", "H", "H", "H", "H", "H", "H", "H", "H"],
  "positions_angstrom": [[3.6171, -1.8240, 0.0537], [2.8061, -0.8387, 0.8398], [3.4065, 0.2233, 1.5024], [2.6429, 1.1194, 2.2288], [1.2699, 0.9672, 2.3026], [0.6533, -0.0901, 1.6510], [1.4279, -0.9828, 0.9255], [0.9494, -1.8069, 0.4138], [-0.8401, -0.2777, 1.7017], [-1.4717, 0.0550, 0.3831], [-0.8637, 0.9581, -0.3675], [-1.3556, 1.2973, -1.5404], [-2.5179, 0.7321, -2.0503], [-3.1891, -0.2160, -1.2846], [-2.6604, -0.5528, -0.0509], [-3.4798, -1.7124, 0.9261], [-4.0979, -0.6750, -1.6441], [-3.0699, 1.1077, -3.3946], [-2.3532, 2.0534, -4.0115], [-4.3295, 1.5721, -3.3112], [-3.1181, 0.0548, -4.2312], [-0.8008, 2.0441, -2.0905], [-1.2726, 0.3778, 2.4625], [-1.0871, -1.3075, 1.9685], [0.6776, 1.6726, 2.8665], [3.1211, 1.9430, 2.7384], [4.4783, 0.3505, 1.4480], [4.6465, -1.4901, -0.0468], [3.6169, -2.7938, 0.5513], [3.1938, -1.9602, -0.9400]],
  "atomic_forces_ev_per_a": [[-0.020, -0.036, 0.029], [-0.038, 0.007, -0.015], [0.004, 0.001, -0.019], [0.026, 0.066, 0.046], [-0.021, -0.059, 0.009], [-0.034, -0.076, 0.159], [0.084, 0.122, 0.128], [-0.074, -0.125, -0.086], [0.204, -0.032, 0.056], [-0.483, -0.277, -0.106], [0.319, 0.125, 0.274], [-0.415, -0.021, -0.445], [0.019, -0.032, 0.100], [0.274, 0.176, 0.047], [0.143, 0.319, -0.348], [-0.112, -0.130, 0.118], [-0.070, -0.061, 0.012], [-0.105, 0.041, -0.234], [0.241, 0.126, 0.109], [-0.125, 0.003, 0.191], [0.047, -0.209, 0.053], [-0.041, 0.047, -0.127], [-0.049, -0.084, 0.052], [0.006, 0.108, 0.069], [-0.086, 0.074, 0.051], [0.036, 0.071, 0.042], [0.104, 0.000, -0.017], [0.077, -0.022, -0.040], [0.055, -0.080, -0.025], [0.033, -0.044, -0.083]],
  "energy_ha": -1354.67164,
  "fmax_ev_per_a": 0.61,
  "smiles": "Cc1cccc(Cc2ncc(C(F)(F)F)cc2Cl)c1"
}

***

[3]
{
  "formula": "C14H11N3",
  "method": "the ωB97M-V functional and the def2-TZVPD basis",
  "species": ["N", "N", "C", "C", "C", "C", "C", "C", "C", "C", "C", "C", "C", "C", "C", "C", "N", "H", "H", "H", "H", "H", "H", "H", "H", "H", "H", "H"],
  "positions_angstrom": [[4.0396, 4.3304, -1.2215], [4.4941, 3.3786, -0.3647], [2.8352, 4.0042, -1.5598], [3.5588, 2.4676, -0.1774], [3.4278, 1.2783, 0.6348], [2.2315, 0.6105, 0.6280], [1.0592, 1.0602, -0.2226], [1.2514, 2.1752, -1.0327], [-0.2260, 0.3505, -0.2480], [-0.4188, -0.9267, 0.2366], [-3.9592, -3.2704, 0.5086], [-4.1067, -1.8940, 0.4173], [-2.7094, -3.8877, 0.6436], [-2.9524, -1.0765, 0.4003], [-1.5812, -3.0461, 0.5936], [-1.6945, -1.6525, 0.4259], [2.4806, 2.8002, -0.9791], [2.2233, 4.5445, -2.2609], [4.2964, 0.9070, 1.2081], [2.1305, -0.2811, 1.2193], [0.4645, 2.5304, -1.7158], [-1.0760, 0.8780, -0.6677], [0.4675, -1.4831, 0.6117], [-4.8836, -3.8378, 0.6390], [-5.0664, -1.4526, 0.5171], [-2.6059, -4.9399, 0.8143], [-3.0516, 0.0048, 0.3050], [-0.6286, -3.5720, 0.6469]],
  "atomic_forces_ev_per_a": [[0.055, -0.315, 0.328], [0.738, -0.479, 0.878], [-0.177, -0.651, -0.330], [-0.376, 0.065, -0.557], [-0.222, -0.279, -0.161], [-0.487, 1.223, -1.309], [1.615, 0.668, -0.203], [-0.293, -1.921, 1.326], [-0.216, -2.186, 0.955], [0.732, 1.775, 0.148], [-0.616, -0.459, 0.706], [2.089, 0.208, 0.463], [0.158, 2.095, -0.246], [-1.047, -0.180, -0.480], [-0.873, -1.153, -0.095], [1.020, -0.682, -0.432], [-0.954, 1.269, -0.463], [-0.169, -0.060, 0.049], [-0.681, 0.406, -0.341], [-0.118, -0.122, 0.149], [0.706, 0.055, 0.396], [0.036, 0.085, 0.002], [-0.653, 0.447, -0.346], [0.352, -0.116, -0.249], [-0.719, 0.304, -0.285], [-0.005, -0.344, -0.065], [-0.001, -0.228, 0.146], [0.107, 0.577, 0.014]],
  "fmax_ev_per_a": 2.40,
  "smiles": "C(=C\\c1ccc2nncn2c1)/c1ccccc1",
  "relative_energy_ev": 0.0000
}

***

[4]
{
  "formula": "C14H11N3OS2",
  "method": "the ωB97M-V functional and the def2-TZVPD basis",
  "species": ["O", "C", "N", "C", "N", "N", "C", "C", "C", "C", "C", "C", "C", "H", "H", "H", "H", "H", "S", "H", "C", "C", "C", "C", "C", "S", "H", "H", "H", "H", "H"],
  "positions_angstrom": [[-3.8028, -2.7823, 0.1466], [-2.9608, -2.0075, -0.2322], [-1.6813, -2.1118, 0.2885], [-0.5382, -1.4418, -0.0247], [-0.3559, -0.6299, -1.0124], [0.8621, -0.1302, -1.0769], [1.6691, -0.5273, -0.1567], [3.0464, -0.1149, -0.0362], [3.5679, 0.7937, -0.9605], [4.8842, 1.1970, -0.8629], [5.6934, 0.7038, 0.1497], [5.1808, -0.1968, 1.0695], [3.8643, -0.6058, 0.9804], [3.4629, -1.3083, 1.6973], [5.8090, -0.5810, 1.8590], [6.7227, 1.0217, 0.2224], [5.2841, 1.8992, -1.5790], [2.9227, 1.1654, -1.7402], [0.9025, -1.6609, 0.9679], [-1.5956, -2.8185, 1.0109], [-3.2198, -0.8680, -1.1901], [-3.5475, 0.3415, -0.3739], [-4.7806, 0.8295, -0.0729], [-4.7381, 1.9766, 0.7521], [-3.4727, 2.3378, 1.0752], [-2.3017, 1.2881, 0.3770], [-3.1444, 3.1586, 1.6811], [-5.6139, 2.5034, 1.0856], [-5.6921, 0.3867, -0.4321], [-4.0839, -1.1317, -1.8013], [-2.3431, -0.6867, -1.8109]],
  "atomic_forces_ev_per_a": [[-0.115, -0.081, -0.004], [-0.224, 0.029, -0.297], [0.022, -0.598, 0.575], [1.188, 0.046, 0.343], [-1.555, -0.658, -0.063], [1.506, 0.764, -0.169], [-0.795, -0.642, 0.450], [0.812, 0.243, 0.046], [-0.100, -0.130, 0.124], [0.045, 0.018, -0.005], [0.032, -0.012, 0.034], [0.121, 0.011, 0.047], [-0.202, 0.084, -0.203], [0.031, -0.062, 0.094], [0.051, -0.029, 0.059], [0.081, 0.023, 0.008], [0.026, 0.057, -0.061], [-0.042, 0.049, -0.083], [-0.367, 0.487, -0.752], [-0.167, 0.122, -0.181], [-0.140, -0.112, -0.093], [0.284, 0.307, 0.076], [0.163, -0.137, -0.136], [0.034, 0.173, 0.137], [0.308, -0.204, -0.042], [-0.569, 0.178, -0.059], [0.006, 0.198, 0.137], [-0.132, 0.120, 0.070], [-0.147, -0.139, -0.100], [0.077, -0.062, 0.093], [-0.234, -0.044, -0.042]],
  "energy_ha": -1575.97885,
  "fmax_ev_per_a": 1.70,
  "smiles": "O=C(Cc1cccs1)Nc1nnc(-c2ccccc2)s1"
}

***

[5]
{
  "formula": "C14H11N5O2S",
  "method": "the ωB97M-V functional and the def2-TZVPD basis",
  "species": ["O", "C", "N", "C", "N", "C", "C", "C", "C", "H", "H", "H", "H", "H", "C", "H", "H", "S", "C", "N", "N", "C", "C", "C", "C", "C", "N", "C", "H", "H", "H", "H", "O"],
  "positions_angstrom": [[-1.2869, 1.8492, 1.6538], [-0.1003, 2.0626, 1.7206], [0.7231, 2.2856, 0.6667], [0.4555, 2.0847, -0.6884], [1.5459, 2.1594, -1.4422], [1.4261, 1.9544, -2.7417], [0.2198, 1.6551, -3.3534], [-0.9157, 1.5839, -2.5589], [-0.8108, 1.8091, -1.1981], [-1.6698, 1.7699, -0.5512], [-1.8780, 1.3557, -2.9922], [0.1697, 1.4851, -4.4169], [2.3454, 2.0296, -3.3068], [1.7064, 2.4637, 0.8439], [0.6023, 2.1188, 3.0760], [0.8045, 3.1544, 3.3523], [-0.0511, 1.6703, 3.8251], [2.2343, 1.2924, 3.1266], [1.8459, -0.1991, 2.3446], [2.6361, -1.2112, 2.1589], [1.9415, -2.1114, 1.4461], [0.7611, -1.6185, 1.2250], [-0.3144, -2.1971, 0.4611], [-0.1668, -3.4555, -0.1249], [-1.2133, -3.9551, -0.8763], [-2.3569, -3.1781, -1.0172], [-2.5026, -1.9867, -0.4619], [-1.5133, -1.5055, 0.2632], [-1.6758, -0.5319, 0.7071], [-3.1995, -3.5240, -1.6013], [-1.1459, -4.9237, -1.3460], [0.7523, -4.0016, 0.0197], [0.6311, -0.3847, 1.7868]],
  "atomic_forces_ev_per_a": [[-0.318, -0.008, -0.019], [0.233, 0.277, 0.243], [0.237, 0.274, -0.036], [-0.176, -0.085, -0.311], [0.142, 0.101, 0.400], [-0.110, -0.056, -0.229], [-0.072, -0.012, -0.009], [0.259, 0.043, -0.004], [-0.091, -0.015, 0.030], [-0.014, 0.012, 0.043], [-0.078, -0.018, -0.024], [0.023, -0.009, -0.096], [0.018, -0.015, -0.131], [-0.174, -0.120, 0.028], [0.172, -0.445, 0.144], [0.014, -0.017, 0.012], [-0.028, 0.116, -0.182], [-0.025, 0.499, 0.201], [0.190, -0.505, -0.130], [0.522, 1.427, 0.952], [-1.202, -0.874, -0.918], [0.887, -0.183, 0.263], [-0.595, -0.099, -0.308], [-0.110, 0.254, 0.087], [0.027, 0.098, 0.064], [0.084, -0.269, -0.101], [-0.522, 0.188, -0.140], [0.495, -0.030, 0.235], [0.090, 0.095, 0.078], [-0.012, -0.117, -0.068], [-0.009, -0.073, -0.046], [0.077, -0.077, -0.011], [0.067, -0.357, -0.016]],
  "fmax_ev_per_a": 1.79,
  "smiles": "O=C(CSc1nnc(-c2cccnc2)o1)Nc1ccccn1",
  "relative_energy_ev": 0.0324
}

***

[6]
{
  "formula": "C14H11NO2S",
  "method": "the ωB97M-V functional and the def2-TZVPD basis",
  "species": ["O", "C", "O", "C", "N", "C", "C", "C", "C", "C", "C", "S", "C", "C", "C", "C", "C", "C", "H", "H", "H", "H", "H", "H", "H", "H", "H", "H", "H"],
  "positions_angstrom": [[-3.2114, -0.9876, 0.0401], [-2.7117, -0.8110, -1.0901], [-3.4091, -1.1332, -2.2921], [-1.2360, -0.1621, -1.2746], [-0.5898, -0.1622, 0.0699], [-0.3108, 1.1880, 0.5576], [-1.5689, 2.1292, 0.7043], [-1.4823, 3.6027, 1.1559], [-0.0914, 4.2060, 1.4787], [1.1758, 3.3181, 1.3784], [1.0442, 1.8356, 0.9079], [2.5992, 0.8701, 0.7598], [2.0265, -0.8258, 0.3525], [3.1006, -1.9559, 0.2741], [2.7482, -3.4347, -0.1092], [1.2363, -3.7218, -0.3624], [0.1748, -2.5948, -0.2770], [0.5327, -1.0999, 0.0812], [-2.8165, -1.7386, -2.8018], [-1.4002, 0.8937, -1.7058], [-0.6292, -0.7253, -2.0823], [-2.6060, 1.7014, 0.4610], [-2.4700, 4.1942, 1.1895], [-0.0459, 5.3004, 1.7895], [2.1908, 3.7855, 1.6564], [4.2178, -1.7695, 0.4814], [3.5625, -4.2356, -0.1929], [0.8791, -4.7754, -0.6564], [-0.9092, -2.8915, -0.4934]],
  "atomic_forces_ev_per_a": [[1.570, 0.841, -4.644], [-0.714, -0.523, 2.424], [1.663, -0.317, 1.546], [-1.550, -0.199, -0.837], [2.805, 0.992, -0.973], [-0.723, 4.717, 1.362], [2.544, 1.223, 0.721], [2.903, -2.561, -0.723], [-0.488, -3.481, -0.975], [-3.579, -0.764, -0.633], [-2.472, 1.070, 0.069], [-1.294, -0.495, -0.141], [-1.247, -2.596, -0.681], [-2.585, -1.715, -0.769], [-3.297, 3.604, 0.427], [0.945, 3.030, 0.480], [3.265, 0.382, 0.593], [2.462, -4.154, -0.324], [-0.560, 0.860, 0.303], [0.256, -1.473, 0.919], [-0.936, 0.680, 1.474], [1.827, 0.602, 0.461], [1.975, -0.927, 0.053], [0.179, -1.776, -0.443], [-1.768, -1.096, -0.612], [-2.120, 0.125, -0.318], [-1.470, 1.423, 0.189], [0.664, 1.902, 0.572], [1.746, 0.626, 0.482]],
  "energy_ha": -1143.22495,
  "fmax_ev_per_a": 4.97,
  "smiles": "O=C(O)CN1c2ccccc2Sc2ccccc21"
}

***

[7]
{
  "formula": "C14H12AgBBr5F4N3O3S",
  "method": "the ωB97M-V functional and the def2-TZVPD basis",
  "species": ["Ag", "O", "C", "C", "C", "N", "C", "Br", "C", "H", "H", "H", "H", "Br", "C", "C", "Br", "C", "Br", "C", "O", "C", "O", "C", "Br", "C", "N", "C", "S", "N", "C", "H", "H", "H", "H", "H", "H", "H", "H", "F", "B", "F", "F", "F"],
  "positions_angstrom": [[0.4012, 0.7604, -0.8665], [-4.7719, 2.1285, -0.7109], [-3.7096, 1.3105, -0.4908], [-2.7470, 1.5822, 0.4841], [-1.7034, 0.6940, 0.6708], [-1.5412, -0.4074, -0.0790], [-2.4891, -0.6496, -0.9616], [-2.2928, -2.2832, -1.8926], [-3.6086, 0.1160, -1.2006], [-4.4332, 3.0240, -0.8417], [-2.8110, 2.4762, 1.0848], [-0.9975, 0.8001, 1.4835], [-4.3407, -0.1406, -1.9498], [5.3514, 4.1056, 3.3338], [4.0349, 2.8848, 2.7104], [3.6923, 1.7914, 3.4755], [4.4921, 1.4963, 5.1703], [2.7249, 0.9105, 2.9916], [2.2148, -0.6270, 4.0030], [2.0842, 1.0670, 1.7738], [1.1662, 0.2508, 1.3836], [2.4473, 2.2121, 0.9517], [1.8993, 2.4150, -0.1779], [3.4201, 3.0701, 1.4748], [3.8691, 4.5790, 0.4017], [0.2323, -3.0564, 1.5655], [0.9616, -2.3022, 0.5787], [1.0585, -2.6176, -0.7089], [1.7356, -1.5514, -1.8194], [0.7075, -3.8756, -1.0883], [0.7169, -4.2569, -2.4805], [0.2980, -2.5165, 2.5061], [0.6529, -4.0548, 1.7090], [-0.8244, -3.1544, 1.2940], [1.1660, -1.3198, 0.8356], [0.0006, -4.3190, -0.5222], [0.3181, -3.4601, -3.1121], [0.1087, -5.1480, -2.6109], [1.7426, -4.4570, -2.7967], [-1.2884, 1.7236, -2.4587], [-2.2380, 2.5165, -3.1281], [-2.7439, 3.4479, -2.2223], [-1.6800, 3.1369, -4.2157], [-3.2765, 1.6979, -3.5471]],
  "atomic_forces_ev_per_a": [[0.909, 0.143, -0.221], [-0.086, -0.055, 0.024], [0.406, -0.360, 0.307], [-0.238, -0.024, -0.257], [-0.390, 0.091, 0.217], [-0.507, -0.247, 0.141], [-0.125, 0.068, 0.328], [-0.054, -0.349, -0.367], [-0.103, 0.292, 0.081], [0.166, 0.002, -0.165], [-0.018, 0.087, 0.048], [0.223, 0.170, -0.108], [0.068, 0.009, -0.027], [0.017, 0.044, 0.000], [0.229, -0.135, 0.412], [0.366, 0.292, 0.309], [0.063, -0.019, 0.096], [-0.030, -0.307, 0.171], [-0.027, 0.009, 0.002], [-0.171, -0.220, 0.180], [-0.269, -0.093, -0.229], [-0.077, 0.098, -0.319], [-0.339, -0.213, -0.209], [0.196, 0.460, -0.167], [-0.084, -0.081, -0.068], [-0.053, -0.099, -0.147], [-0.223, -0.008, -0.148], [0.579, 0.055, 0.410], [0.052, 0.440, -0.306], [-0.481, -0.204, 0.246], [0.078, 0.116, -0.223], [0.005, 0.033, 0.003], [0.065, -0.075, 0.005], [-0.085, 0.000, 0.018], [0.079, 0.143, 0.060], [0.090, 0.015, 0.056], [0.036, -0.029, 0.012], [-0.004, -0.180, 0.079], [-0.095, -0.030, -0.108], [0.431, -0.249, 0.129], [0.049, -0.351, 0.017], [-0.374, 0.789, 0.664], [0.480, 0.526, -0.618], [-0.752, -0.554, -0.328]],
  "fmax_ev_per_a": 1.10,
  "relative_energy_ev": 0.3143,
  "total_charge": -2
}